[1]
Formula: C8H11BrO2
Source: the OMol25 dataset
Level of theory: ωB97M-V/def2-TZVPD

The LUMO energy is 0.0 eV. As for the SMILES: C[C@]1(O)CC=CC(=O)[C@@]1(C)Br. The calculation puts the strongest force on any atom at 0.111 hartree/bohr. As for the net charge: 0.

CARTESIAN COORDINATES (ANGSTROEM)
C (0.4221, 1.5356, -1.6203)
C (-0.1755, 0.8947, -0.3481)
O (-1.4818, 1.3644, -0.0667)
C (0.6682, 1.0869, 0.9618)
C (0.1844, 0.3334, 2.1376)
C (-0.6313, -0.7913, 2.0908)
C (-0.9992, -1.3270, 0.8143)
O (-1.6901, -2.3582, 0.7391)
C (-0.4170, -0.9251, -0.4455)
C (0.8888, -1.5226, -0.8429)
Br (-1.6491, -1.3241, -1.9068)
H (-0.2875, 1.0891, -2.4403)
H (1.4041, 1.1368, -1.8482)
H (0.4158, 2.6335, -1.5540)
H (-1.9497, 1.2555, -0.9015)
H (0.5185, 2.1157, 1.2813)
H (1.7255, 0.7854, 0.7061)
H (0.5625, 0.6956, 3.0300)
H (-0.8896, -1.3818, 2.9485)
H (1.1371, -1.0355, -1.7898)
H (0.6137, -2.6682, -1.0201)
H (1.6301, -1.5927, 0.0748)

---

[2]
Formula: C8H11BrS
Source: the OMol25 dataset
Level of theory: ωB97M-V/def2-TZVPD

The LUMO energy is 0.9 eV. The calculation puts the strongest force on any atom at 0.090 hartree/bohr. As for the net charge: 0.

CARTESIAN COORDINATES (ANGSTROEM)
C (-1.5980, 1.3183, 0.6417)
C (-2.4764, 1.3502, 1.6639)
C (-1.6297, -0.8981, 1.3341)
C (-1.0804, -0.0538, 0.4042)
C (-0.1707, 0.3370, -1.8690)
C (2.8033, -0.7685, -0.5250)
C (-0.1205, -0.4939, -0.5890)
C (1.7478, -0.0572, 0.3364)
S (-2.7802, -0.2310, 2.4005)
Br (1.5578, -0.9404, 2.0168)
H (-1.6634, 2.1357, -0.0760)
H (-2.9326, 2.1781, 2.2228)
H (-1.6293, -1.9334, 1.1655)
H (-1.2829, 0.3467, -2.1669)
H (0.3574, -0.1917, -2.5675)
H (0.2542, 1.2778, -1.8021)
H (2.5784, -1.9307, -0.7762)
H (2.8874, -0.0869, -1.3666)
H (3.7503, -0.8392, -0.0242)
H (-0.3407, -1.5380, -0.8452)
H (1.7683, 1.0188, 0.4219)

---

[3]
Formula: C8H11ClNPS
Source: the OMol25 dataset
Level of theory: ωB97M-V/def2-TZVPD

The LUMO energy (alpha / beta) is -0.9 / -0.9 eV. The calculation puts the strongest force on any atom at 0.080 hartree/bohr. As for the net charge: 0.

CARTESIAN COORDINATES (ANGSTROEM)
C (0.8705, -0.4053, 3.3249)
C (-0.4828, -0.1813, 3.2699)
C (1.6516, 0.0334, 2.2645)
C (-1.1398, 0.2566, 2.1411)
C (1.0213, 0.4076, 1.0511)
C (-0.4025, 0.4863, 0.9641)
C (0.5469, -0.3236, -1.8647)
C (0.8723, 1.9124, -2.4410)
N (0.3044, 0.9329, -1.6026)
P (-1.0797, 1.3877, -0.4449)
S (-0.8356, 3.2065, 0.3328)
Cl (-2.9675, -1.9783, -1.1848)
H (1.0890, -1.0137, 4.1711)
H (-1.1163, -0.4609, 4.0316)
H (2.6303, -0.1474, 2.2750)
H (-2.1814, 0.2196, 2.2214)
H (1.5582, 0.6441, 0.1332)
H (0.0757, -1.1442, -1.2864)
H (-3.2696, -2.4315, 0.0833)
H (0.8702, -0.5811, -2.8392)
H (1.6207, 2.4610, -1.8600)
H (1.3526, 1.6248, -3.3604)
H (0.0974, 2.7422, -2.5339)

---

[4]
Formula: C8H11DyNPS
Source: the OMol25 dataset
Level of theory: ωB97M-V/def2-TZVPD

The LUMO energy (alpha / beta) is -0.2 / -0.2 eV. The spin multiplicity is 6. The calculation puts the strongest force on any atom at 0.049 hartree/bohr. As for the expectation value of S²: 9.38. As for the net charge: 0.

CARTESIAN COORDINATES (ANGSTROEM)
C (0.0452, -1.1686, -2.2623)
C (-0.7725, -0.3596, -3.0131)
C (-0.8377, 1.0603, -2.7956)
C (0.1741, 1.6964, -1.9944)
C (0.9961, 0.9625, -1.1766)
Dy (-0.9167, 0.0058, -0.5774)
P (-0.0306, -2.5094, 0.3338)
H (0.2669, -2.2068, -2.5209)
H (-1.4749, -0.7740, -3.7473)
H (-1.5935, 1.6573, -3.3065)
H (1.8510, 1.4406, -0.6909)
H (0.2193, 2.7986, -2.0421)
H (1.1972, -2.6060, 1.0288)
H (0.1259, -3.6014, -0.5653)
H (-0.7863, -3.2213, 1.3125)
S (0.5581, 0.0133, 4.0675)
C (0.7902, 1.5993, 3.3930)
C (0.2530, 1.6781, 2.1365)
N (-0.4164, 0.5092, 1.7452)
C (-0.3956, -0.4442, 2.7098)
H (1.3213, 2.3856, 3.9042)
H (0.3264, 2.4981, 1.4239)
H (-0.9004, -1.4137, 2.6373)

---

[5]
Formula: C8H11F6O11S2V
Source: the OMol25 dataset
Level of theory: ωB97M-V/def2-TZVPD

The LUMO energy (alpha / beta) is 4.6 / 2.3 eV. The spin multiplicity is 5. The calculation puts the strongest force on any atom at 0.102 hartree/bohr. As for the expectation value of S²: 6.01. As for the net charge: -2.

CARTESIAN COORDINATES (ANGSTROEM)
V (-20.4869, -27.1068, -16.7686)
C (-18.6313, -27.3936, -12.8270)
C (-18.8229, -27.2580, -14.3574)
O (-18.3785, -26.3199, -15.0019)
O (-19.5888, -28.0733, -14.9182)
H (-19.5192, -27.7314, -12.2927)
H (-18.4593, -26.3851, -12.4508)
H (-17.7031, -27.9555, -12.7232)
C (-20.7614, -23.5781, -18.9132)
C (-20.5129, -24.9705, -18.2910)
O (-21.0946, -25.9778, -18.7299)
O (-19.8084, -25.0211, -17.2923)
H (-19.8517, -22.9784, -18.9454)
H (-21.5841, -23.1603, -18.3331)
H (-21.0199, -23.5345, -19.9712)
C (-23.8362, -24.8553, -15.0847)
C (-23.6047, -26.2640, -15.3373)
O (-22.3075, -26.8097, -15.5205)
H (-23.2843, -24.4928, -14.2175)
H (-24.8720, -24.6446, -14.8183)
H (-23.6327, -24.2814, -15.9887)
H (-24.2007, -26.4972, -16.2196)
H (-24.1071, -26.7219, -14.4852)
C (-22.2012, -31.5893, -18.1704)
F (-21.5459, -31.3015, -19.2968)
F (-23.3656, -32.0892, -18.5546)
F (-21.4579, -32.4363, -17.4538)
S (-22.3072, -29.9676, -17.1488)
O (-23.6029, -29.3689, -17.5906)
O (-22.4223, -30.4579, -15.7194)
O (-21.1048, -29.1149, -17.4373)
C (-17.7790, -27.1089, -20.4163)
F (-18.3072, -25.9874, -20.3887)
F (-18.5658, -27.9887, -21.0549)
F (-16.6567, -27.0100, -21.1202)
S (-17.4947, -27.6608, -18.6164)
O (-18.7595, -27.6770, -17.8660)
O (-16.9386, -29.0032, -18.7275)
O (-16.5582, -26.7230, -18.0293)

---

[6]
Formula: C8H11FN2O
Source: the OMol25 dataset
Level of theory: ωB97M-V/def2-TZVPD

The LUMO energy is 0.0 eV. As for the SMILES: CC(=O)N[C@@]1(F)CC(C)=CC=N1. The calculation puts the strongest force on any atom at 0.087 hartree/bohr. As for the net charge: 0.

CARTESIAN COORDINATES (ANGSTROEM)
C (3.8440, -0.4501, -0.3819)
C (2.4971, 0.0585, 0.1534)
O (2.2784, 1.1907, 0.4054)
N (1.6042, -0.9561, -0.0457)
C (0.1976, -0.9481, 0.4804)
F (0.2733, -1.0973, 1.9039)
C (-0.5173, 0.5151, 0.3658)
C (-2.0308, 0.3874, 0.1223)
C (-2.8263, 1.6204, 0.3157)
C (-2.4684, -0.8451, -0.2751)
C (-1.6222, -2.0533, -0.3485)
N (-0.3639, -2.0760, -0.0717)
H (4.0167, -1.3910, -0.0368)
H (3.8285, -0.5115, -1.4836)
H (4.7198, 0.1764, -0.1402)
H (2.0614, -1.9490, 0.0135)
H (-0.0942, 1.0495, -0.5727)
H (-0.2432, 1.2640, 1.1095)
H (-2.5228, 2.1537, 1.2289)
H (-3.8231, 1.2726, 0.4980)
H (-2.9087, 2.2547, -0.5054)
H (-3.5791, -1.0527, -0.2981)
H (-1.8125, -3.0114, -0.8399)

---

[7]
Formula: C8H11FNO3S
Source: the OMol25 dataset
Level of theory: ωB97M-V/def2-TZVPD

The LUMO energy (alpha / beta) is 2.6 / 3.2 eV. The calculation puts the strongest force on any atom at 0.066 hartree/bohr. As for the net charge: -1.

CARTESIAN COORDINATES (ANGSTROEM)
C (-0.4816, -0.0095, -2.8081)
C (-1.2287, -0.1728, 2.2122)
C (-1.1359, 1.2477, 1.6501)
C (-0.1927, -1.1753, 1.5655)
C (-1.1357, 1.2777, 0.1577)
C (-0.2353, -1.1070, 0.0790)
C (-0.0445, 0.3271, -0.3898)
C (0.2004, 0.5937, -1.7942)
N (-0.9242, -0.3435, -3.8378)
O (2.4050, -2.0951, -1.5345)
O (3.6562, -0.4031, -2.9453)
O (3.2974, -0.0743, -0.5118)
F (0.8321, 1.8844, -2.0558)
S (2.9197, -0.7219, -1.7356)
H (-1.0630, -0.1413, 3.2111)
H (-2.2137, -0.6685, 2.1848)
H (-1.7279, 2.0442, 2.0109)
H (-0.1644, 1.6020, 2.0764)
H (0.7725, -0.9934, 1.9962)
H (-0.6575, -2.0662, 1.9425)
H (-2.1163, 0.9855, -0.3449)
H (-0.8945, 2.3819, -0.2036)
H (0.4606, -1.7361, -0.5261)
H (-1.2238, -1.3102, -0.3338)
H (0.8959, 0.6741, -0.0651)

---

[8]
Formula: C8H11N2
Source: the OMol25 dataset
Level of theory: ωB97M-V/def2-TZVPD

The LUMO energy (alpha / beta) is -2.6 / -6.0 eV. The spin multiplicity is 3. The calculation puts the strongest force on any atom at 0.186 hartree/bohr. As for the expectation value of S²: 2.02. As for the net charge: +1.

CARTESIAN COORDINATES (ANGSTROEM)
C (2.5013, -1.3991, 0.1503)
C (1.2159, -1.6817, 0.5105)
C (1.4161, 0.5226, 0.3575)
C (-2.4361, 0.1311, -1.8953)
C (-2.2171, 0.0280, 1.5696)
C (-2.8686, -0.6318, -0.8911)
C (-2.6005, -0.1943, 0.4386)
C (1.1522, 1.9687, 0.2954)
N (2.6144, -0.0381, 0.0827)
N (0.5959, -0.4548, 0.6355)
H (3.2891, -1.9775, -0.0436)
H (-2.2961, -0.1974, -2.8844)
H (-2.2694, 1.2384, -1.8938)
H (-1.7776, -0.0233, 2.5143)
H (0.8319, -2.6813, 0.6463)
H (-3.0458, -1.7987, -1.0934)
H (1.8179, 2.6571, 0.7720)
H (0.9192, 2.2251, -0.7025)
H (0.2522, 2.1009, 0.7771)
H (3.2987, 0.6494, -0.1758)
H (-0.3936, -0.4435, 0.8299)

---

[9]
Formula: C8H11N2O
Source: the OMol25 dataset
Level of theory: ωB97M-V/def2-TZVPD

The LUMO energy is -4.0 eV. The calculation puts the strongest force on any atom at 0.028 hartree/bohr. As for the net charge: +1.

CARTESIAN COORDINATES (ANGSTROEM)
C (-0.8686, -1.5171, -2.4369)
C (0.2915, -2.2313, -2.7504)
C (-0.8317, -0.5764, -1.4281)
C (1.4315, -1.9751, -2.0368)
C (0.3388, -0.3314, -0.6955)
C (-1.0491, 0.0388, 2.6908)
C (-0.8958, 0.9061, 1.6844)
C (0.3568, 1.5305, 1.3321)
N (1.4083, -1.0552, -1.0498)
N (0.3853, 2.6160, 0.5759)
O (1.5091, 1.1788, 1.8607)
H (-1.7804, -1.7057, -2.9835)
H (0.2922, -2.9657, -3.5396)
H (-1.7213, -0.0138, -1.1871)
H (2.3612, -2.4857, -2.2314)
H (-2.0136, -0.3713, 2.9312)
H (-0.2361, -0.2795, 3.3264)
H (-1.7506, 1.2197, 1.1058)
H (-0.4411, 2.9528, 0.1097)
H (1.2780, 3.0454, 0.3658)
H (2.2740, -0.8920, -0.5440)
H (1.4184, 0.4234, 2.4619)

---

[10]
Formula: C8H11N2S
Source: the OMol25 dataset
Level of theory: ωB97M-V/def2-TZVPD

The LUMO energy is -5.3 eV. The calculation puts the strongest force on any atom at 0.091 hartree/bohr. As for the net charge: +1.

CARTESIAN COORDINATES (ANGSTROEM)
C (-0.8275, 1.1168, -0.7519)
C (-1.4008, -1.8179, 0.1027)
C (-3.6016, -0.9185, 0.6110)
C (-2.2078, -0.7923, 0.1751)
C (-2.0136, 0.5392, -0.3086)
C (0.4398, 0.4871, -0.4954)
C (2.8098, 0.0536, 1.0048)
C (2.9300, 0.5594, -0.4489)
N (-4.3155, 0.1532, 0.5032)
N (1.5883, 0.9083, -0.9733)
S (-3.6035, 1.3105, -0.5103)
H (-0.8894, 2.0965, -1.0991)
H (-1.7851, -2.8709, 0.3811)
H (-4.0195, -1.6282, 1.3272)
H (0.5315, -0.3525, 0.1579)
H (-0.4076, -1.6948, -0.4509)
H (1.7832, 0.0255, 1.3462)
H (3.2351, -0.9252, 1.1363)
H (3.4298, 0.7513, 1.4999)
H (3.4245, -0.1611, -1.2204)
H (3.4273, 1.4335, -0.4165)
H (1.4729, 1.7266, -1.5700)

---

[11]
Formula: C8H11N3O2S
Source: the OMol25 dataset
Level of theory: ωB97M-V/def2-TZVPD

The LUMO energy is 0.1 eV. As for the SMILES: CC(C)S(=O)(=O)/N=c1/cncccn1. The calculation puts the strongest force on any atom at 0.083 hartree/bohr. As for the net charge: 0.

CARTESIAN COORDINATES (ANGSTROEM)
C (1.4994, -1.8338, -1.4202)
C (1.9269, -0.4093, -1.4338)
C (3.3132, -0.0033, -1.5121)
S (0.9875, 0.4423, -0.0620)
O (1.3308, 1.8451, 0.0457)
O (1.1336, -0.3407, 1.1350)
N (-0.8912, 0.1806, -0.8601)
C (-1.5939, 0.9775, -0.2022)
C (-3.0632, 1.0174, -0.0967)
N (-3.6676, 0.2656, 0.7320)
C (-3.0734, -0.4946, 1.6373)
C (-2.0549, -0.0230, 2.4498)
C (-1.4234, 1.2097, 2.1430)
N (-1.2396, 1.6537, 0.9298)
H (2.1563, -2.4562, -0.6891)
H (0.4277, -2.0166, -1.2074)
H (1.7193, -2.2583, -2.4972)
H (1.3925, 0.0635, -2.1942)
H (3.9446, -0.5137, -2.3596)
H (3.7770, -0.2964, -0.5193)
H (3.4497, 1.0435, -1.5741)
H (-3.6954, 1.8277, -0.6508)
H (-3.7009, -1.3316, 2.0782)
H (-1.6613, -0.3949, 3.2900)
H (-0.9936, 1.8458, 2.8379)

---

[12]
Formula: C8H11N3OS
Source: the OMol25 dataset
Level of theory: ωB97M-V/def2-TZVPD

The LUMO energy is -8.5 eV. The calculation puts the strongest force on any atom at 0.080 hartree/bohr. As for the net charge: +2.

CARTESIAN COORDINATES (ANGSTROEM)
C (0.4235, -0.6039, -0.1413)
C (-0.8114, -1.2721, -0.0712)
C (0.5361, 0.7499, -0.0499)
C (-2.0686, 0.7649, -0.1300)
C (-4.2492, -0.0143, 0.2011)
C (1.7133, -1.4597, -0.2566)
C (1.8546, 1.5010, -0.1577)
C (2.7442, -0.6652, 0.5430)
N (-4.0173, -1.1921, -0.0833)
N (-3.3090, 1.0905, -0.0074)
N (2.9749, 0.5826, -0.2792)
O (-1.5579, -2.1610, -0.0675)
S (-0.7934, 1.9460, 0.0492)
H (-5.1693, 0.5138, 0.7069)
H (1.4475, -2.3823, 0.0767)
H (1.9327, -1.7025, -1.2533)
H (1.6542, 2.2408, -0.9450)
H (1.8223, 2.2611, 0.7087)
H (2.3787, -0.1643, 1.5290)
H (3.5619, -1.3269, 0.6874)
H (-4.5909, -1.9879, 0.1177)
H (-3.6004, 1.9944, 0.1484)
H (3.2757, 0.1371, -1.2096)
H (3.8478, 1.1502, -0.1160)